{"formula": "C30H51BBaN4O6", "method": "ωB97M-V/def2-TZVPD", "elements": ["Ba", "C", "C", "C", "C", "C", "C", "N", "C", "C", "N", "C", "C", "O", "O", "C", "C", "C", "C", "C", "C", "N", "C", "C", "N", "C", "C", "O", "O", "H", "H", "H", "H", "H", "H", "H", "H", "H", "H", "H", "H", "H", "H", "H", "H", "H", "H", "H", "H", "H", "H", "H", "H", "H", "H", "H", "H", "H", "H", "H", "H", "H", "H", "H", "H", "H", "H", "H", "C", "C", "C", "C", "C", "C", "C", "C", "O", "B", "O", "C", "C", "H", "H", "H", "H", "H", "H", "H", "H", "H", "H", "H", "H"], "coordinates": [[1.9986, 1.7566, 1.2480], [2.3522, -3.7304, -2.6914], [1.7364, -2.6424, -1.8194], [0.2083, -2.6850, -1.8953], [-0.5434, -1.8738, -0.8350], [-0.0785, -2.2019, 0.5798], [-2.0432, -2.1396, -0.9084], [-0.2225, -0.3864, -1.1422], [-1.1732, 0.2774, -2.0964], [-0.6401, 1.4513, -2.8864], [-0.1804, 2.5956, -2.1407], [-1.0556, 3.0852, -1.0807], [-0.2362, 3.9529, -0.1294], [-0.3901, 5.1582, -0.1169], [0.6246, 3.2612, 0.5785], [0.2394, 3.6935, -3.0417], [-0.8836, 4.2014, -3.9496], [1.4609, 3.3762, -3.9066], [2.7326, 2.8796, -3.2195], [3.0041, 3.6782, -1.9436], [3.9134, 3.0776, -4.1749], [2.5644, 1.4613, -2.8186], [2.8779, 0.4587, -3.8218], [2.2754, -0.9160, -3.5122], [2.2745, -1.2816, -2.0901], [3.5604, -1.0568, -1.4048], [3.3486, -0.1576, -0.1889], [2.4984, -0.5570, 0.6579], [3.9630, 0.9463, -0.1200], [2.0993, -4.7130, -2.2868], [3.4416, -3.6499, -2.7164], [1.9835, -3.6887, -3.7195], [2.0086, -2.8457, -0.7852], [-0.1034, -3.7246, -1.7734], [-0.1275, -2.3852, -2.8980], [-0.1381, -3.2854, 0.7154], [-0.7289, -1.7220, 1.3155], [0.9394, -1.8721, 0.7771], [-2.2074, -3.1439, -0.5156], [-2.4500, -2.1086, -1.9208], [-2.6035, -1.4463, -0.2733], [-0.1700, 0.1333, -0.2704], [0.7611, -0.3980, -1.5075], [-2.0659, 0.5259, -1.5309], [-1.4497, -0.4734, -2.8293], [-1.4556, 1.6861, -3.5897], [0.2084, 1.0964, -3.4817], [-1.4313, 2.2396, -0.4984], [-1.9125, 3.6637, -1.4406], [0.5082, 4.5220, -2.3886], [-1.0749, 3.5200, -4.7841], [-0.5979, 5.1666, -4.3750], [-1.8164, 4.3525, -3.4044], [1.7088, 4.3142, -4.4156], [1.1871, 2.6738, -4.7081], [3.0819, 4.7471, -2.1644], [3.9432, 3.3489, -1.4863], [2.1877, 3.5406, -1.2295], [4.0821, 4.1451, -4.3376], [3.7401, 2.6179, -5.1527], [4.8292, 2.6534, -3.7501], [3.1541, 1.3220, -2.0076], [3.9541, 0.3535, -3.9950], [2.4553, 0.7626, -4.7822], [2.8124, -1.6498, -4.1238], [1.2319, -0.9330, -3.8444], [4.2930, -0.6071, -2.0717], [3.9772, -2.0046, -1.0514], [-4.6861, -1.5640, 7.2410], [-3.9807, -2.3629, 6.1358], [-4.9763, -2.5692, 4.9932], [-3.5890, -3.7424, 6.6844], [-2.7222, -1.6117, 5.6736], [-1.7014, -1.3391, 6.5894], [-0.5352, -0.6532, 6.2326], [-0.4167, -0.2453, 4.9236], [0.6080, 0.4483, 4.3099], [0.2636, 0.6315, 2.9166], [-1.0481, -0.0009, 2.7849], [-1.4083, -0.5079, 4.0112], [-2.5622, -1.1819, 4.3492], [-5.5910, -2.0867, 7.5711], [-4.9743, -0.5733, 6.8770], [-4.0393, -1.4263, 8.1114], [-5.8553, -3.0999, 5.3685], [-4.5447, -3.1675, 4.1845], [-5.3154, -1.6168, 4.5747], [-4.4832, -4.3020, 6.9808], [-2.9396, -3.6567, 7.5597], [-3.0551, -4.3222, 5.9255], [-1.8105, -1.6654, 7.6196], [0.2436, -0.4457, 6.9588], [-3.3217, -1.3556, 3.5956]], "lowdin_charge": [2.05, -0.05, -0.35, -0.09, -0.46, -0.01, -0.03, 0.14, -0.11, -0.17, -0.10, -0.10, -0.63, 0.06, -0.55, -0.34, -0.04, -0.11, -0.55, -0.02, -0.05, 0.02, -0.21, -0.16, -0.14, -0.07, -0.72, -0.27, -0.22, 0.09, 0.08, 0.08, 0.13, 0.14, 0.12, 0.11, 0.08, 0.06, 0.10, 0.08, 0.10, 0.13, 0.13, 0.12, 0.12, 0.13, 0.10, 0.12, 0.12, 0.13, 0.07, 0.09, 0.08, 0.13, 0.12, 0.10, 0.09, 0.05, 0.09, 0.08, 0.09, 0.06, 0.11, 0.12, 0.12, 0.11, 0.12, 0.13, -0.05, -0.57, -0.08, -0.05, -0.18, -0.04, 0.02, -0.24, 0.03, -0.50, -0.01, -0.23, 0.05, 0.08, 0.09, 0.08, 0.08, 0.08, 0.09, 0.08, 0.08, 0.09, 0.10, 0.12, 0.11], "e_lumo_ev": 0.1, "de_lowest_kcal_mol": 35.72, "e_tot_ev": -51555.929}

=====

{"formula": "C30H51Br6N3O3", "method": "ωB97M-V/def2-TZVPD", "elements": ["C", "C", "C", "N", "C", "H", "H", "H", "H", "H", "C", "C", "C", "N", "C", "H", "H", "H", "H", "H", "C", "C", "C", "N", "C", "H", "H", "H", "H", "H", "C", "C", "C", "O", "C", "H", "H", "H", "H", "H", "H", "H", "H", "C", "C", "C", "O", "C", "H", "H", "H", "H", "H", "H", "H", "H", "C", "C", "C", "O", "C", "H", "H", "H", "H", "H", "H", "H", "H", "Br", "C", "C", "Br", "H", "H", "H", "H", "Br", "C", "C", "Br", "H", "H", "H", "H", "Br", "C", "C", "Br", "H", "H", "H", "H"], "coordinates": [[0.5864, -2.7733, -3.0569], [1.6274, -2.0608, -2.3889], [2.5736, -1.7449, -3.3214], [2.1219, -2.1864, -4.5409], [0.9201, -2.8145, -4.3811], [-0.3440, -3.1106, -2.6282], [1.7508, -1.8020, -1.3488], [3.5432, -1.2851, -3.2365], [2.6721, -2.1197, -5.3783], [0.4327, -3.3039, -5.2071], [-6.7255, 0.5016, -2.3070], [-5.4526, 0.2005, -1.7502], [-5.0428, 1.3098, -1.0656], [-6.0079, 2.2616, -1.1933], [-7.0451, 1.7725, -1.9410], [-7.3399, -0.1152, -2.9419], [-4.9474, -0.7481, -1.8294], [-4.1242, 1.4977, -0.5376], [-5.9609, 3.1680, -0.7642], [-7.8932, 2.3737, -2.2182], [1.5155, -3.7217, 5.0997], [1.7836, -3.4074, 3.7353], [1.2831, -4.4197, 2.9681], [0.7415, -5.3532, 3.8220], [0.8632, -4.9216, 5.1089], [1.8114, -3.1496, 5.9619], [2.2786, -2.5511, 3.3064], [1.2298, -4.5065, 1.8971], [0.2610, -6.1819, 3.5199], [0.5707, -5.5356, 5.9434], [-1.6570, 0.1143, -3.1344], [-1.1319, 1.4618, -2.6186], [-1.3598, 2.3793, -3.8155], [-1.0505, 1.5565, -4.9384], [-1.6573, 0.3078, -4.6687], [-2.6289, -0.0976, -2.6953], [-0.9684, -0.6865, -2.8683], [-0.0601, 1.4687, -2.4151], [-1.6666, 1.8736, -1.7635], [-0.7167, 3.2591, -3.8373], [-2.3969, 2.7300, -3.9118], [-1.1266, -0.4564, -5.2360], [-2.7024, 0.2499, -5.0188], [3.7197, 2.8257, -0.9790], [3.7947, 4.3525, -1.1064], [3.1250, 4.5647, -2.4454], [3.4578, 3.4317, -3.2531], [4.0928, 2.4581, -2.4242], [2.6690, 2.5525, -0.8531], [4.4220, 2.4029, -0.2685], [4.8420, 4.6650, -1.0593], [3.2993, 4.9194, -0.3152], [3.3594, 5.4746, -2.9988], [2.0341, 4.5816, -2.2988], [5.1779, 2.5811, -2.5455], [3.7800, 1.4636, -2.7349], [-2.0641, -4.7013, 0.4660], [-1.6821, -3.2324, 0.7065], [-2.4399, -2.5171, -0.4153], [-2.4582, -3.4008, -1.5071], [-2.3791, -4.7360, -1.0519], [-2.9772, -4.9528, 1.0056], [-1.2474, -5.3575, 0.7558], [-0.6009, -3.1258, 0.5950], [-1.9962, -2.8483, 1.6761], [-1.9561, -1.5766, -0.6943], [-3.4298, -2.2266, -0.0318], [-1.5928, -5.2672, -1.5942], [-3.3246, -5.2529, -1.2308], [-1.8504, 1.1812, 1.1291], [-0.2569, 0.2219, 1.7405], [0.8431, 0.3996, 0.7238], [2.4459, -0.4380, 1.4685], [-0.5742, -0.8165, 1.6776], [-0.0097, 0.5010, 2.7556], [1.0932, 1.4331, 0.5229], [0.6324, -0.1234, -0.2040], [5.7384, -0.8220, 6.0867], [3.9850, -0.4478, 5.2993], [3.7376, 1.0366, 5.3500], [1.8460, 1.3323, 4.9825], [3.2773, -1.0158, 5.8879], [4.0379, -0.8054, 4.2767], [4.3241, 1.6054, 4.6375], [3.9103, 1.4354, 6.3450], [0.9683, 3.7409, 2.0261], [-0.3478, 4.1919, 3.3491], [0.0426, 5.4744, 4.0429], [-1.4018, 6.1011, 5.1809], [-0.4333, 3.3893, 4.0810], [-1.3220, 4.2737, 2.8742], [0.1830, 6.2835, 3.3318], [0.9460, 5.3572, 4.6325]], "lowdin_charge": [-0.11, -0.11, -0.13, 0.01, -0.14, 0.08, 0.06, 0.10, 0.14, 0.11, -0.11, -0.11, -0.15, 0.01, -0.14, 0.09, 0.08, 0.04, 0.14, 0.11, -0.10, -0.12, -0.14, 0.01, -0.15, 0.08, 0.02, 0.10, 0.14, 0.11, -0.14, -0.17, -0.20, -0.13, -0.20, 0.09, 0.07, 0.10, 0.06, 0.12, 0.12, 0.11, 0.12, -0.16, -0.18, -0.21, -0.14, -0.20, 0.09, 0.11, 0.11, 0.10, 0.12, 0.11, 0.12, 0.11, -0.14, -0.17, -0.23, -0.14, -0.19, 0.11, 0.10, 0.10, 0.11, 0.09, 0.12, 0.11, 0.11, 0.68, -0.67, -0.69, 0.67, 0.03, 0.01, -0.03, 0.03, 0.62, -0.71, -0.68, 0.64, 0.03, 0.03, 0.06, 0.05, 0.69, -0.73, -0.71, 0.63, 0.04, 0.05, 0.04, 0.06], "smiles": "c1cc[nH]c1.c1cc[nH]c1.c1cc[nH]c1.C1CCOC1.C1CCOC1.C1CCOC1.BrCCBr.BrCCBr.BrCCBr", "e_lumo_ev": 0.3, "e_tot_ev": -462803.333}